# 1
Computed, not measured: a molecular structure, C27H29AsF6N3P2RhS2, with ωB97M-V/def2-TZVPD.

```
71
Properties=species:S:1:pos:R:3:forces:R:3:lowdin_charge:R:1
Rh 0.3790 0.5753 -1.2606 0.162 -0.088 -0.301 0.2718
As 2.8274 3.1904 -0.9619 0.328 -0.481 -0.411 0.7562
S 1.6413 -0.8673 -2.3574 0.087 0.153 0.077 0.3962
S -1.4282 1.7393 -2.3181 0.091 0.265 0.034 0.6703
P 1.2558 -0.6476 0.4316 0.317 0.087 0.050 0.8312
P -0.9504 -1.1182 -0.8305 0.083 -0.220 0.208 0.7878
F 1.3779 3.7472 -0.1451 0.068 0.024 -0.143 -0.2668
F 2.7877 4.5613 -1.9881 -0.080 -0.007 0.062 -0.2135
F 2.6467 1.7132 -0.0236 0.334 0.114 0.359 -0.3042
F 1.7599 2.3211 -2.1309 -0.310 0.150 0.227 -0.3573
F 3.8109 3.9183 0.2217 -0.094 0.023 0.019 -0.1952
F 4.1758 2.4987 -1.7692 -0.139 0.124 0.073 -0.2118
N 0.1123 -1.9096 0.2461 -0.029 -0.092 -0.209 -0.4359
N -1.4663 3.6015 -0.4228 -0.005 -0.152 -0.149 -0.0243
N -0.5851 4.2773 -2.4245 0.311 -0.013 -0.153 0.1685
C 5.5070 -2.2371 1.1564 0.103 -0.020 -0.006 -0.0535
C 0.0169 1.2544 4.4262 -0.013 -0.040 0.015 -0.0572
C -1.4837 -2.1656 -2.1841 -0.096 0.012 -0.052 -0.3575
C 4.4585 -2.6208 1.9771 -0.044 -0.017 0.016 -0.0592
C 0.1155 -0.1270 4.3029 0.002 0.029 -0.001 -0.0601
C -4.7256 0.0606 0.0431 0.022 -0.011 -0.004 -0.0597
C -1.6702 -2.6919 -4.5236 0.003 0.005 0.008 -0.0506
C 4.0105 -0.8732 -0.1379 -0.200 -0.061 0.055 -0.1107
C 0.7818 0.1280 1.9990 -0.030 0.126 0.051 -0.3196
C 0.6727 1.5126 2.1250 0.038 -0.145 -0.032 -0.0781
C 5.2852 -1.3583 0.1102 -0.060 0.018 -0.010 -0.0448
C -2.3004 -3.2575 -1.8774 0.032 0.024 0.059 -0.0837
C -1.1843 -1.8760 -3.5137 0.036 0.081 0.012 -0.1254
C 3.1846 -2.1376 1.7401 -0.147 0.042 -0.020 -0.0928
C -1.1034 3.3307 -1.6669 -0.283 -0.087 0.259 -0.8070
C 0.4857 -0.6869 3.0937 0.029 -0.016 0.008 -0.1205
C -3.5783 -0.3070 -0.6355 0.057 -0.059 0.099 -0.1164
C -4.7584 0.0084 1.4328 -0.078 0.023 -0.004 -0.0610
C -3.6510 -0.4216 2.1430 0.057 -0.033 0.011 -0.0584
C -2.4949 -0.7927 1.4689 0.022 0.008 0.001 -0.0705
C 0.4121 -3.3471 0.1505 -0.095 0.044 0.043 -0.0992
C -2.4509 -0.7285 0.0809 -0.167 -0.005 -0.122 -0.3402
C -2.4487 -3.7952 -4.2104 -0.010 -0.017 -0.010 -0.0498
C 0.2896 2.0679 3.3396 -0.016 0.004 -0.039 -0.0552
C -1.2505 4.8861 0.2235 0.004 0.145 0.019 -0.0458
C 2.9384 -1.2781 0.6633 0.085 -0.006 -0.058 -0.3245
C -2.7664 -4.0782 -2.8882 -0.007 -0.012 0.000 -0.0540
H 0.9141 2.1585 1.2932 -0.030 0.010 0.049 0.0616
H -2.5800 -3.4591 -0.8500 -0.015 -0.008 0.003 0.1130
H 2.3879 -2.4226 2.4134 0.030 -0.036 -0.011 0.0864
H -0.5832 -1.0097 -3.7668 -0.044 -0.054 0.011 0.0505
H -0.2630 5.1475 -2.0283 -0.013 0.012 0.033 0.1182
H 6.5033 -2.6135 1.3448 0.014 0.003 0.002 0.1149
H -0.4853 -3.9234 0.3684 -0.017 0.004 -0.004 0.0824
H -0.1912 5.1492 0.1960 -0.137 -0.032 0.053 0.0789
H -1.9359 2.8559 0.0722 0.075 0.112 -0.042 0.1282
H 0.5180 -1.7663 2.9995 -0.035 0.029 0.016 0.1008
H 1.1659 -3.6075 0.8854 0.055 -0.014 0.046 0.0686
H -3.6835 -0.4767 3.2227 0.006 -0.004 0.015 0.1119
H -1.4397 -2.4639 -5.5546 0.006 0.011 -0.016 0.1163
H -0.1528 3.9929 -3.2886 -0.011 0.001 -0.062 0.1190
H -1.5644 4.8076 1.2597 -0.003 0.000 0.004 0.0966
H -0.0984 -0.7665 5.1482 -0.015 -0.010 0.018 0.1138
H 0.2207 3.1432 3.4380 0.008 0.013 -0.012 0.1112
H -0.2738 1.6922 5.3715 0.004 0.004 0.018 0.1127
H 4.6350 -3.2888 2.8084 -0.020 -0.015 0.021 0.1134
H -3.3875 -4.9300 -2.6480 -0.001 -0.007 0.007 0.1146
H 6.1064 -1.0345 -0.5134 0.004 0.019 -0.018 0.1182
H -3.5588 -0.2706 -1.7164 -0.006 -0.008 -0.024 0.0923
H -1.6316 -1.1334 2.0199 -0.042 -0.004 -0.002 0.0760
H 3.8734 -0.1560 -0.9293 -0.104 0.077 -0.148 0.0583
H 0.7843 -3.6050 -0.8428 -0.003 -0.001 0.027 0.0824
H -1.8375 5.6694 -0.2594 -0.056 -0.025 -0.003 0.1000
H -2.8218 -4.4332 -5.0001 -0.001 -0.004 -0.010 0.1154
H -5.5981 0.3817 -0.5089 -0.011 0.003 -0.013 0.1138
H -5.6592 0.2936 1.9599 -0.007 0.005 0.000 0.1128
```
Positions in Å, forces in eV/Å.

Charge: +1
Orbital gap (spin up / spin down), eV: 7.38 / 6.73
Electronic energy, eV: -153339.91300
Expectation value of S²: 0.763
2S+1: 2
HOMO (spin up / spin down), hartree: -0.418 / -0.414

# 2
Computed, not measured: a molecular structure, C27H29AsINOPPd, with ωB97M-V/def2-TZVPD.

```
62
Properties=species:S:1:pos:R:3:forces:R:3:lowdin_charge:R:1
I 2.4531 -4.8031 -1.8159 0.220 0.224 0.224 0.8428
Pd -0.2146 0.0345 -1.0893 0.688 1.857 0.884 0.5024
As -0.6431 0.5279 -3.4178 0.102 0.495 -0.952 1.0388
P -1.2688 0.6777 1.0663 0.647 -0.535 0.421 1.0895
O 1.0714 -1.8810 -1.4770 0.056 -0.050 0.178 -0.1052
N 3.0132 -0.8406 -1.8830 0.056 0.387 -0.171 0.2075
C 3.0577 -3.0057 -0.7990 -0.106 -0.261 -0.210 -0.5238
C 2.5659 2.0609 1.5332 -0.297 -0.193 -0.310 -0.1578
C -2.6970 -0.4408 3.2230 0.175 0.074 -0.147 -0.0841
C 1.3562 1.5589 0.9747 -0.329 -0.130 0.289 -0.1976
C -0.2100 -1.9681 1.4549 -0.064 0.065 -0.012 -0.0923
C -2.4262 0.7092 2.4875 -0.202 -0.013 -0.487 -0.3689
C -1.0038 -3.8655 0.2118 -0.116 0.030 -0.163 -0.0722
C 0.7633 -0.0609 -4.6550 -0.184 -0.033 0.000 -0.2873
C -3.8215 1.9859 3.9677 -0.018 0.060 0.068 -0.0684
C 3.3032 2.7032 -0.6818 0.056 0.086 0.277 -0.0710
C -3.0070 1.9218 2.8515 0.131 -0.049 -0.107 -0.0938
C 3.5223 2.6347 0.6664 0.167 0.040 -0.132 -0.0221
C -0.9074 2.3774 -4.0028 -0.012 -0.080 0.050 -0.2863
C -1.8526 -3.0489 -0.5175 0.101 -0.205 -0.006 -0.0628
C -4.0667 0.8451 4.7160 0.017 -0.026 0.013 -0.0645
C 1.7490 1.4972 3.7427 0.310 0.156 0.083 -0.0511
C 1.2038 1.5486 -0.4291 -0.585 -1.067 -1.229 -0.1199
C 0.3195 1.1231 1.8460 -0.162 -0.082 0.296 -0.3165
C -2.2030 -0.3622 -4.2006 0.063 -0.060 0.098 -0.2864
C 2.2944 -1.8588 -1.3989 0.256 -0.266 -0.205 -0.6685
C -1.9056 -1.6855 -0.2601 -0.187 0.440 0.237 -0.1636
C -3.5029 -0.3637 4.3427 -0.046 -0.075 0.095 -0.0652
C 2.1426 2.1319 -1.2401 -0.780 -0.034 -0.226 -0.1381
C -1.0843 -1.1331 0.7503 -0.380 -0.005 0.254 -0.4687
C -0.1882 -3.3263 1.1980 -0.005 0.095 -0.032 -0.0683
C 2.7414 1.9825 2.9328 -0.128 -0.049 0.199 -0.0099
C 0.5128 1.1100 3.2070 -0.052 -0.055 -0.481 -0.0646
H 1.8925 1.4338 4.8113 0.091 0.056 0.060 0.1124
H 3.6731 2.3267 3.3599 0.049 0.054 0.024 0.1203
H -2.8097 2.8113 2.2674 -0.010 0.053 -0.011 0.1075
H 0.9831 -1.1144 -4.4683 -0.016 0.099 0.029 0.0270
H -1.3229 2.4005 -5.0112 0.063 -0.040 0.032 0.0334
H 1.9879 2.1985 -2.3178 0.065 -0.138 0.168 0.0884
H -4.2615 2.9270 4.2598 -0.050 0.088 0.001 0.1099
H 0.4536 -3.9723 1.7784 0.087 -0.069 0.040 0.1149
H 2.7838 -3.1288 0.2449 -0.053 -0.003 -0.002 0.0497
H 0.4331 0.0547 -5.6906 0.006 0.029 0.126 0.0365
H -2.4877 -3.4838 -1.2741 -0.081 -0.003 -0.082 0.1136
H -2.2606 -1.3870 2.9349 -0.037 -0.034 0.026 0.0990
H 2.4991 -0.0324 -2.2249 0.323 -0.301 0.165 0.0654
H -2.1180 -1.4405 -4.0426 0.012 0.133 0.001 0.0278
H -3.1241 -0.0078 -3.7319 0.160 0.004 0.001 0.0309
H 4.0155 -0.7815 -1.8046 -0.126 -0.049 0.040 0.1241
H 4.1324 -2.8911 -0.8959 0.014 -0.115 -0.011 0.0488
H -0.9810 -4.9258 0.0095 0.017 -0.069 0.004 0.1093
H -1.5894 2.8917 -3.3239 0.054 -0.109 -0.024 0.0295
H 4.0170 3.1864 -1.3347 0.055 0.000 0.015 0.1112
H -4.6975 0.8941 5.5899 -0.067 0.035 0.081 0.1102
H 1.6759 0.5240 -4.5144 -0.124 -0.022 0.048 0.0199
H -2.6472 -1.0494 -0.7625 0.209 -0.271 0.177 0.1019
H 0.0476 2.9080 -3.9977 -0.078 -0.099 0.028 0.0225
H -2.2476 -0.1610 -5.2728 0.051 0.023 0.088 0.0346
H -3.6777 -1.2554 4.9250 -0.096 -0.063 0.071 0.1106
H 0.4194 -1.5453 2.2277 0.041 0.009 0.005 0.1121
H 4.4275 3.0431 1.0919 0.088 0.033 0.032 0.1187
H -0.2840 0.7903 3.8629 -0.040 0.027 0.073 0.1080
```
Positions in Å, forces in eV/Å.

Charge: +1
Orbital gap (spin up / spin down), eV: 6.02 / 5.95
Electronic energy, eV: -113709.10632
HOMO (spin up / spin down), hartree: -0.381 / -0.381

How do the records compare in ΔE to the lowest compared entry with this formula, charge and spin? In the order shown, they have 41.1; 206.4 kJ/mol.